1.
Molecular formula: C6H6NO
Method: DFT, ωB97M-V/def2-TZVPD

XYZ file:
```
14
Properties=species:S:1:pos:R:3:forces:R:3
O 2.205212 -1.596779 -2.933210 0.14 -0.29 -0.06
N 1.511074 -0.693402 -3.105349 -0.54 0.48 0.68
C 0.740462 0.685518 -0.809714 1.02 -1.00 -0.87
C -0.541579 0.353607 -0.398978 1.26 -0.69 -1.78
C -1.172342 0.024419 0.817063 -1.97 1.84 1.75
C 0.614500 -0.198214 -1.958591 0.15 0.57 1.33
C -0.300686 -0.161324 1.991731 1.68 2.10 2.88
C -0.672630 0.299225 -1.857972 -1.88 0.03 -0.50
H -1.848124 -0.787457 0.738270 -0.99 -0.70 -0.60
H 1.401266 1.489804 -0.682087 0.68 1.15 0.31
H 0.515564 -0.856729 1.846452 -0.41 -0.99 0.37
H 0.340137 0.794354 2.168167 -1.36 -1.21 -0.11
H -0.999804 -0.260278 2.929636 1.86 -0.35 -1.71
H -1.793050 0.907256 1.254581 0.35 -0.95 -1.70
```
Positions in Å, forces in eV/Å.

charge	+1
highest occupied orbital energy (alpha / beta)	-14.7 / -14.7	eV
relative energy (zero: lowest compared OMol25 entry of this formula, charge and spin)	165.6	kcal per mole
gap between HOMO and LUMO (alpha / beta)	0.291 / 0.292	Ha

***

2.
Molecular formula: C5H8N3O
Method: DFT, ωB97M-V/def2-TZVPD

XYZ file:
```
17
Properties=species:S:1:pos:R:3:forces:R:3
O -1.590561 1.294487 0.142006 -0.38 1.87 -0.73
N -0.635780 0.409520 0.144951 1.82 0.92 0.68
N 2.354620 -0.300372 -0.023692 3.01 3.06 0.54
N 4.006217 1.581713 0.138583 -1.87 -0.36 -1.24
C 3.167533 0.555431 0.032902 -2.44 -2.01 -0.23
C 1.753267 -1.522255 -0.020325 -2.64 -0.85 -0.75
C 0.402922 -1.722114 -0.070383 -0.72 -0.81 0.61
C -2.998324 1.100772 0.114446 -2.99 -1.56 0.28
C -0.752249 -0.829341 -0.014418 -1.82 -1.19 -1.64
H -3.293051 0.992681 1.197779 0.00 0.44 -1.08
H -1.722723 -1.265078 -0.385149 0.87 0.18 0.85
H 4.189743 1.728856 1.111453 0.53 0.66 0.62
H 3.626954 2.397932 -0.399016 0.87 -0.66 0.69
H -0.087877 -2.756188 -0.106745 1.88 1.10 -0.10
H -3.404803 0.148341 -0.361781 1.05 1.00 0.28
H -3.628184 1.938857 -0.416194 2.07 -1.20 1.14
H 2.388337 -2.350966 -0.187107 0.75 -0.59 0.10
```
Positions in Å, forces in eV/Å.

charge	+1
SMILES string	CO/N=C/C=C\[N+]#CN
highest occupied orbital energy	-12.9	eV
relative energy (zero: lowest compared OMol25 entry of this formula, charge and spin)	120.4	kcal per mole
gap between HOMO and LUMO	0.301	Ha

***

3.
Molecular formula: C34H50NP2Y
Method: DFT, ωB97M-V/def2-TZVPD

XYZ file:
```
88
Properties=species:S:1:pos:R:3:forces:R:3
Y 0.508406 -0.371280 0.231548 0.73 -0.02 0.16
P -0.180616 0.151351 -2.456510 -0.01 0.06 -0.01
P -1.161437 -0.351072 2.491824 -0.17 0.01 -0.02
N -0.612821 1.456183 0.169700 -0.18 0.03 0.09
C -4.442550 2.019596 1.899311 -0.01 0.02 0.00
C -4.011218 2.835921 0.863598 0.00 0.01 -0.02
C 0.479231 4.209722 -2.830546 0.00 0.01 0.03
C -3.579581 1.054190 2.382826 0.03 -0.02 0.00
C -1.865988 1.710900 0.784227 -0.01 0.01 -0.05
C 0.406658 4.619131 -1.503339 0.00 0.01 -0.02
C 0.071201 3.712062 -0.514950 0.02 0.01 0.05
C -0.500087 0.388714 4.053464 0.00 0.00 -0.01
C 2.445392 -2.085250 1.784947 -0.03 0.01 -0.02
C 3.250869 0.059397 1.116222 -0.05 0.00 -0.09
C -2.355850 -1.087422 -1.270120 -0.01 -0.02 -0.02
C 0.599133 -0.251990 -4.080846 -0.02 0.04 -0.02
C -0.195677 2.382197 -0.835035 -0.01 -0.08 -0.01
C -1.940256 -0.405983 -2.578240 -0.01 0.00 0.03
C 3.092391 -0.440430 3.597151 -0.02 -0.01 -0.02
C 0.258590 1.658147 3.641271 -0.01 0.00 0.02
C -2.300095 0.894097 1.847553 -0.05 -0.01 0.04
C -0.268779 0.020065 -5.312993 0.02 -0.01 0.00
C 2.489881 -2.520609 0.457756 -0.04 0.02 0.03
C -1.530103 0.752477 5.122022 0.00 0.02 0.01
C 3.292426 -0.373196 -0.212454 -0.13 -0.02 -0.04
C -2.913140 0.699624 -2.976495 0.00 -0.01 0.00
C -1.211519 -3.096280 2.304491 -0.01 0.00 0.02
C -0.070886 1.948771 -2.166890 0.01 0.03 -0.05
C -2.692099 -2.192854 4.117837 -0.01 -0.02 -0.01
C -2.106728 -1.928190 2.731954 0.04 -0.02 0.06
C 1.996723 0.364168 -4.228958 0.00 -0.04 -0.03
C 3.173463 -2.205898 -1.987024 -0.03 -0.03 0.04
C 0.253906 2.884271 -3.153914 -0.02 -0.01 0.02
C -2.749614 2.685454 0.310521 0.01 0.04 -0.01
C 2.808191 -3.676713 -2.160470 -0.01 0.00 -0.01
C 2.891635 -0.812012 2.155365 -0.05 0.01 -0.04
C 4.617381 -1.950743 -2.433104 0.04 -0.01 0.02
C 2.967243 -1.697241 -0.569138 -0.10 0.02 0.00
H 3.573234 1.067379 1.352703 0.01 0.00 0.00
H 3.423162 -4.321605 -1.528742 0.00 0.01 -0.02
H 2.132404 -2.781469 2.554005 0.02 0.00 0.00
H 3.636737 0.319004 -0.972234 0.01 -0.01 -0.01
H -5.430610 2.135881 2.322309 0.01 0.00 -0.01
H 0.713883 -1.339443 -3.999824 0.01 -0.02 -0.01
H 5.320458 -2.472054 -1.780430 -0.01 0.00 -0.01
H 3.170632 -1.333921 4.214077 -0.01 0.00 0.00
H 0.599930 5.651650 -1.243318 0.00 -0.01 0.00
H -2.965994 1.463228 -2.199004 0.00 0.00 -0.01
H -1.910815 -2.250136 4.877760 0.00 -0.01 -0.02
H 2.198086 -3.539054 0.238352 0.01 -0.01 0.01
H -3.913959 0.286344 -3.111922 0.01 0.01 0.00
H -2.465532 -0.364693 -0.458073 0.00 0.00 0.01
H 2.984761 -3.972636 -3.193551 0.00 0.00 0.01
H 2.579280 -0.220122 -4.942446 0.00 0.00 0.01
H -1.763556 -4.036211 2.338826 0.00 0.00 0.01
H 0.988177 1.491434 2.844199 0.02 0.00 -0.02
H 4.876546 -0.891699 -2.434691 -0.01 -0.01 0.02
H 4.012998 0.131379 3.708898 0.00 -0.01 0.00
H -3.210957 -3.152558 4.109493 0.00 0.01 0.00
H -1.915206 -1.171074 -3.360257 -0.01 -0.01 0.00
H -1.220199 -0.508944 -5.279824 0.01 0.01 -0.01
H -0.348388 -3.196700 2.967522 -0.01 0.00 0.00
H -1.017974 1.266105 5.937854 -0.01 -0.01 -0.01
H -4.669520 3.598895 0.467975 0.01 -0.01 0.01
H -0.018720 4.029902 0.517005 0.00 0.00 -0.01
H 2.513227 -1.625520 -2.634571 0.01 0.04 -0.03
H 0.785593 2.072780 4.501714 0.00 0.00 0.00
H -2.619820 1.185077 -3.907353 0.00 -0.01 0.00
H -0.477352 1.080199 -5.448603 0.00 0.02 0.01
H 2.551669 0.398521 -3.289538 0.01 0.00 0.03
H 0.262684 -0.324084 -6.201674 -0.01 0.00 0.01
H 0.319259 2.583276 -4.187606 -0.02 0.00 -0.01
H 1.947557 1.382407 -4.607737 0.01 -0.03 0.00
H 1.756402 -3.878710 -1.942263 0.01 0.01 0.01
H -2.034020 -0.110787 5.544359 0.00 0.01 0.00
H 0.197824 -0.351879 4.458067 0.01 0.00 0.00
H -1.646601 -1.883070 -0.982443 0.01 0.00 -0.01
H -3.320984 -1.585101 -1.378826 0.00 -0.01 0.00
H 0.714551 4.922460 -3.609299 0.00 -0.01 0.01
H 2.283350 0.172555 3.987706 -0.01 0.01 -0.01
H 4.761773 -2.323922 -3.446313 0.00 0.00 0.00
H -3.905618 0.408721 3.189462 0.00 0.00 -0.01
H -2.458878 3.331556 -0.506582 0.00 -0.02 0.01
H -3.411265 -1.434029 4.419218 0.00 0.00 0.01
H -0.443473 2.414743 3.286555 0.01 -0.01 0.00
H -2.927811 -1.838327 2.014723 -0.02 0.01 -0.03
H -2.277943 1.440938 4.726048 0.01 -0.01 0.00
H -0.842657 -2.985966 1.275730 0.00 0.01 -0.02
```
Positions in Å, forces in eV/Å.

charge	+2
highest occupied orbital energy	-13.0	eV
gap between HOMO and LUMO	0.251	Ha

***

4.
Molecular formula: C17H27N7O2
Method: DFT, ωB97M-V/def2-TZVPD

XYZ file:
```
53
Properties=species:S:1:pos:R:3:forces:R:3
O -6.215633 1.041641 -0.505083 -0.02 -0.06 -0.02
O 6.399785 -1.512220 -1.851461 0.23 0.08 -0.33
N -5.612863 2.309573 -2.285176 0.11 -0.07 -0.06
N -0.015290 -0.739248 -0.038223 -1.02 0.28 0.24
N -7.615138 2.680891 -1.205017 -0.12 0.00 0.09
N -2.469505 0.567619 0.747627 0.85 -0.46 -0.33
N 6.054624 0.030555 -3.476386 -0.13 0.08 0.02
N -3.944550 -3.142246 1.570699 0.17 0.33 -0.51
N 7.971460 -1.250997 -3.464659 0.12 -0.08 0.01
C 4.243218 -1.046854 1.683628 -0.15 -0.27 -0.16
C -6.464290 1.948930 -1.279398 0.01 0.06 -0.03
C 0.000530 2.969030 1.916344 1.05 -0.21 -0.11
C -1.161118 2.360100 1.617214 -1.30 0.42 0.22
C -0.047717 0.460588 0.606201 0.95 0.53 0.29
C -4.853232 -1.016047 2.251483 -0.06 -0.13 -0.22
C -2.424422 -0.604888 0.163497 -0.95 0.01 -0.48
C 1.217395 2.314195 1.546879 -0.34 1.03 0.58
C 2.478358 0.390291 0.575040 -1.10 -0.78 0.74
C -1.233443 1.103069 0.971013 -0.44 0.35 0.29
C -1.210714 -1.231602 -0.235826 0.18 -0.55 -0.19
C -3.750513 -1.313244 -0.094631 0.15 0.10 0.60
C 6.782752 -0.949402 -2.861914 0.02 0.01 -0.03
C 4.580476 -2.058765 0.547538 0.28 1.02 -0.03
C -4.170964 -1.930146 1.253440 -0.58 -0.01 0.21
C 2.742420 -0.660848 1.705609 1.22 0.42 -0.38
C 1.186797 1.116319 0.933523 0.94 -1.14 -1.28
H 2.184260 2.770356 1.754575 -0.21 -0.01 0.02
H 5.168980 -2.910599 0.904023 -0.34 0.03 -0.08
H -2.099500 2.848589 1.879444 0.09 -0.27 -0.09
H 8.531050 -1.966488 -3.039240 -0.02 0.01 0.00
H 2.310916 -0.186763 -0.340477 0.26 0.34 -0.04
H 4.808956 -0.120557 1.504208 -0.02 -0.21 0.19
H -1.281172 -2.198748 -0.738871 0.07 0.20 0.07
H 5.175646 0.276559 -3.059944 0.02 -0.02 0.00
H -4.756601 1.793423 -2.367333 0.00 0.03 0.03
H -3.462154 -3.583359 0.780928 -0.06 -0.23 0.20
H -5.669359 -0.458908 1.772602 0.39 0.10 0.00
H 3.664304 -2.373685 0.032345 0.20 -0.26 0.22
H 4.582661 -1.421825 2.658482 -0.25 -0.02 -0.17
H -3.626438 -2.124672 -0.823064 0.00 0.22 0.11
H 5.196894 -1.546769 -0.206725 -0.34 -0.45 0.33
H -7.839617 3.430677 -1.830290 0.03 -0.01 -0.01
H 2.137283 -1.554099 1.508632 -0.06 0.27 0.26
H -0.004148 3.925783 2.430279 0.12 -0.12 -0.12
H 6.350093 0.506034 -4.307154 0.02 -0.02 0.01
H -8.262648 2.442341 -0.477052 0.02 0.00 -0.01
H 8.304954 -0.800920 -4.295209 -0.03 0.01 0.01
H 2.488125 -0.221353 2.679351 -0.08 -0.15 -0.21
H -4.505513 -0.587819 -0.450548 0.35 -0.31 0.24
H -5.797665 3.052089 -2.931774 -0.02 0.00 0.02
H -5.290678 -1.583820 3.078143 0.33 -0.07 -0.16
H 3.321158 1.077116 0.454994 -0.18 -0.05 0.12
H -4.098214 -0.318879 2.637715 -0.35 0.04 -0.08
```
Positions in Å, forces in eV/Å.

charge	0
SMILES string	[H]/N=C(/C)Cc1cnc2c(CCCC)cccc2n1.NC(N)=O.NC(N)=O
highest occupied orbital energy	-8.6	eV
relative energy (zero: lowest compared OMol25 entry of this formula, charge and spin)	0.0	kcal per mole
gap between HOMO and LUMO	0.319	Ha

***

5.
Molecular formula: C26H53BFO13S5
Method: DFT, ωB97M-V/def2-TZVPD

XYZ file:
```
99
Properties=species:S:1:pos:R:3:forces:R:3
S -3.262833 -0.723740 0.170779 0.14 -0.13 -0.38
S 0.501185 0.280430 1.436863 0.06 0.49 0.39
S 2.643132 0.867748 6.156580 0.23 -0.08 0.29
S -7.332571 -1.802144 -3.598513 -0.11 0.02 -0.17
S 0.168355 4.564013 -1.191458 0.04 -0.32 -0.31
F 7.652157 0.192930 -2.829093 0.41 -0.19 0.47
O -2.914476 0.677270 0.225150 -0.15 0.04 0.27
O 7.529560 -2.015296 -3.444584 -0.22 -0.49 0.24
O 3.789907 0.677766 5.308811 -0.18 0.09 -0.18
O 5.828341 -1.044616 -1.982015 0.04 -0.78 0.19
O 7.974878 -1.446115 -1.076195 0.23 0.14 0.55
O 0.067589 -1.040494 1.842086 0.02 -0.08 -0.31
O -6.715723 -2.331794 -2.407524 -0.21 -0.01 -0.16
O 0.617541 3.884052 -0.006054 -0.13 0.27 0.38
O 1.380883 1.324557 5.630999 0.16 -0.08 0.18
O 0.815576 0.578722 0.058851 -0.24 -0.30 -0.14
O -6.656682 -0.828530 -4.416321 0.14 -0.03 0.16
O -3.730974 -1.429088 1.340980 -0.05 0.25 0.11
O -0.830241 5.605451 -1.132586 0.05 0.02 0.17
C -0.662506 1.508712 2.034508 -0.06 0.34 0.32
C 0.075019 2.293810 3.126322 -0.01 0.02 -0.10
C -4.445695 -0.984329 -1.161834 0.24 -0.11 -0.27
C 5.732341 -1.221560 -0.606538 0.15 0.63 0.97
C 1.674853 4.320699 -3.377596 -0.02 -0.08 0.01
C 2.850527 -0.829876 -3.247313 -0.17 -0.33 0.06
C 3.103848 -1.960302 -2.246476 -0.60 0.41 -0.17
C -2.599881 -2.598015 -1.521530 -0.14 0.06 -0.01
C 2.691049 -0.257042 8.573940 0.02 0.05 0.00
C 1.589415 5.174316 -2.105156 0.26 0.03 -0.28
C -0.335954 3.345379 -2.396715 -0.02 -0.15 -0.32
C -9.960408 -2.103310 -3.939546 0.03 -0.03 -0.04
C 3.184169 -1.452807 -0.794868 -0.09 -0.99 -0.03
C 1.571540 2.245194 2.799280 -0.13 0.13 -0.20
C -3.683438 -1.778251 -2.233840 0.12 0.03 0.03
C 4.454806 -1.851165 -0.057161 0.01 0.46 -0.09
C -1.914945 -1.641817 -0.554216 0.07 -0.30 -0.22
C -7.871383 -3.169116 -4.618446 -0.22 -0.24 -0.07
C 1.876265 0.791527 2.459516 0.26 0.19 0.02
C 2.442234 1.247776 8.742574 -0.04 -0.07 -0.04
C 3.093023 1.915606 7.535044 -0.04 0.09 0.34
C -8.974687 -1.206521 -3.179482 -0.39 0.01 -0.01
C 2.351463 -0.618529 7.122148 0.01 -0.23 0.33
C 0.252913 3.849533 -3.710651 0.03 0.11 0.03
C 6.994834 -1.998938 -0.232755 -0.29 0.22 -1.38
C -9.285194 -3.468263 -4.129921 -0.01 0.07 0.07
B 7.296991 -1.096149 -2.319660 -0.53 0.61 -1.44
H -0.338269 4.688432 -4.086982 -0.03 -0.02 0.00
H 4.352726 -1.497799 0.973239 0.09 -0.05 0.15
H -4.358856 -2.410908 -2.799403 -0.06 0.01 -0.01
H 6.997119 -2.812701 -3.308021 0.26 0.40 -0.02
H 6.798296 -3.025344 -0.589138 0.08 -0.33 0.58
H -1.544705 1.002699 2.413243 -0.02 -0.10 -0.13
H 1.410370 6.224283 -2.329694 -0.09 0.00 0.06
H -9.053433 -0.162918 -3.472626 0.14 0.02 0.05
H 2.855555 1.625202 9.677003 0.00 0.01 0.00
H -1.277614 -0.930748 -1.080688 0.03 0.04 0.09
H -9.244757 -3.997536 -3.175469 0.03 -0.02 -0.01
H 1.773163 2.880406 1.934734 0.01 -0.05 -0.02
H 2.238329 -2.621877 -2.333085 0.01 -0.25 0.11
H 2.982606 -1.415263 6.737231 -0.03 0.04 -0.15
H 1.368333 1.447229 8.743999 0.01 0.03 -0.01
H 4.179770 1.906390 7.612989 0.01 -0.01 -0.07
H 1.874962 0.167848 3.349745 -0.05 -0.07 -0.04
H 2.475712 5.074210 -1.483759 -0.08 0.02 0.11
H -1.885439 -3.024663 -2.224666 0.01 0.00 0.01
H 2.138486 -0.135136 -2.801027 0.02 0.26 0.00
H 3.769528 -0.319366 -3.518330 0.07 0.12 0.05
H -1.420927 3.270328 -2.400906 -0.01 0.04 0.15
H -7.871702 -2.826388 -5.652731 0.04 0.04 0.01
H 2.353412 -1.918306 -0.259052 -0.12 0.13 0.17
H 4.541538 -2.937850 0.026221 -0.04 -0.16 -0.33
H -1.348932 -2.133502 0.231184 0.00 0.16 0.11
H 5.814047 -0.224517 -0.130626 -0.01 0.04 0.06
H 2.097439 -0.845555 9.272135 0.00 -0.01 -0.01
H -10.179183 -1.666064 -4.915796 0.02 0.00 0.00
H 2.807449 0.661006 1.910841 -0.07 -0.14 -0.09
H -4.786274 -0.019148 -1.528819 0.00 0.04 0.13
H -0.099866 1.829966 4.092135 0.00 -0.03 0.01
H 2.984057 -0.387790 -0.744352 0.28 0.23 -0.05
H -3.211750 -1.088243 -2.937505 0.01 0.02 0.03
H 0.105286 2.392358 -2.100521 0.00 0.03 0.11
H 3.983718 -2.523742 -2.529415 0.20 -0.02 0.01
H 2.117350 4.884618 -4.197619 0.01 0.01 0.01
H -3.063505 -3.420104 -0.970029 0.03 0.00 0.01
H 2.737741 2.926875 7.351463 0.00 -0.03 -0.15
H -9.826866 -4.093445 -4.838193 0.00 -0.01 0.00
H 7.260652 -1.950291 0.820284 0.13 -0.10 0.14
H -10.903446 -2.190705 -3.402007 0.00 0.01 0.00
H -0.931767 2.142325 1.194994 0.06 -0.10 -0.10
H -0.291857 3.319227 3.181757 0.00 0.00 -0.09
H 0.253553 3.069927 -4.470952 0.01 -0.01 0.01
H -7.182084 -4.001835 -4.499909 0.10 0.09 0.04
H -5.282310 -1.542201 -0.758208 0.03 -0.05 0.10
H 1.303091 -0.886420 7.005957 -0.01 0.08 -0.09
H -9.092947 -1.297851 -2.101501 0.11 -0.03 0.01
H 2.181014 2.595764 3.628145 0.02 -0.05 0.01
H 3.742203 -0.476095 8.771981 0.00 0.01 -0.02
H 2.311313 3.453003 -3.196167 -0.02 -0.01 0.02
H 2.360862 -1.225463 -4.138464 0.17 0.02 -0.25
```
Positions in Å, forces in eV/Å.

charge	-1
highest occupied orbital energy	-4.7	eV
gap between HOMO and LUMO	0.226	Ha